# 1
DFT (ωB97M-V/def2-TZVPD) results for a cluster of 2 separate species, C21H37BF5N2O7S in total at a distorted geometry.

## Properties
- orbital gap (eV) = 8.28
- max |F| (eV/Å) = 10.2
- net charge = +1

Each line ends with the Mulliken charge.
CARTESIAN COORDINATES (ANGSTROEM)
1 C 1.96 -0.22 3.26  -0.857
2 C 0.72 0.69 2.90  -0.013
3 B 0.46 1.62 1.64  0.090
4 O -0.97 2.13 1.86  -0.972
5 C 1.24 2.01 0.19  1.291
6 C 2.47 2.85 0.71  -0.189
7 F 3.10 2.40 2.03  -0.367
8 F 1.98 4.18 1.28  -0.322
9 C 3.83 3.26 -0.01  0.483
10 F 4.80 2.12 0.19  -0.242
11 F 3.89 3.90 -1.31  -0.174
12 F 4.45 4.30 0.91  -0.278
13 C 0.18 3.10 -0.50  -0.515
14 S 0.81 4.41 -1.67  -0.207
15 O -1.02 2.56 -1.09  -0.299
16 C -0.91 1.33 -1.84  0.621
17 C -2.47 0.93 -2.12  -1.318
18 C -3.25 0.06 -1.01  -0.130
19 C -4.13 1.06 0.00  -0.241
20 C -5.39 0.15 0.63  -0.395
21 O -5.15 0.03 2.10  -0.434
22 C -4.17 -1.09 2.27  -0.175
23 C 0.04 0.19 -1.10  0.286
24 C -0.06 -1.26 -1.80  -0.291
25 C -0.22 -2.56 -0.75  0.353
26 O -0.02 -3.83 -1.10  -0.605
27 N 1.44 0.75 -0.72  1.637
28 C 2.05 1.06 -2.06  -0.842
29 O 3.49 1.18 -2.25  -0.032
30 O 3.85 0.81 -3.46  -0.508
31 C 2.20 -0.33 -0.05  0.752
32 C 3.28 -1.32 -0.63  -0.065
33 C 3.13 -2.20 -1.97  -1.026
34 O 3.56 -2.33 0.46  -0.601
35 H 3.04 0.05 2.92  0.159
36 H 2.01 -0.36 4.45  0.355
37 H 1.76 -1.33 2.86  0.183
38 H -0.20 -0.07 3.00  0.082
39 H 0.57 1.38 3.87  0.507
40 H -0.90 2.69 2.70  0.277
41 H -0.26 3.87 0.30  0.444
42 H 0.63 3.99 -3.01  0.201
43 H -0.50 1.63 -2.93  0.150
44 H -3.08 1.95 -2.27  0.430
45 H -2.54 0.38 -3.16  0.393
46 H -2.65 -0.76 -0.43  -0.036
47 H -4.10 -0.55 -1.60  0.385
48 H -3.47 1.55 0.84  -0.079
49 H -4.68 1.87 -0.69  0.405
50 H -5.45 -0.92 0.12  0.243
51 H -6.43 0.68 0.47  0.281
52 H -4.00 -1.29 3.42  0.286
53 H -3.11 -0.78 1.84  -0.126
54 H -4.58 -2.08 1.77  0.187
55 H -0.61 -0.10 -0.14  -0.614
56 H -1.13 -1.36 -2.34  0.516
57 H 0.64 -1.50 -2.71  0.230
58 H -0.61 -2.26 0.32  0.107
59 H 1.81 0.26 -2.92  0.669
60 H 1.63 2.03 -2.62  -0.149
61 H 4.79 0.44 -3.45  0.364
62 H 1.48 -0.98 0.65  -0.450
63 H 2.89 0.22 0.76  -0.207
64 H 4.34 -0.76 -0.74  0.335
65 H 2.83 -1.65 -2.96  0.241
66 H 2.38 -3.10 -1.83  0.218
67 H 4.18 -2.72 -2.19  0.333
68 H 2.74 -2.92 0.50  0.389
69 C -2.71 -5.36 1.67  -0.863
70 C -1.91 -4.07 1.78  0.505
71 N -1.25 -3.00 1.88  -0.666
72 H -3.75 -5.13 1.41  0.284
73 H -2.28 -6.00 0.89  0.288
74 H -2.69 -5.90 2.62  0.325

---

# 2
DFT (ωB97M-V/def2-TZVPD) results for a cluster of 3 separate species, C26H32BrN3O10P in total at a distorted geometry.

## Properties
- orbital gap (eV) = 6.79
- max |F| (eV/Å) = 5.3
- net charge = +1

Each line ends with the Mulliken charge.
CARTESIAN COORDINATES (ANGSTROEM)
1 O -0.93 -0.32 2.39  -0.312
2 C -0.91 -1.78 2.50  0.063
3 C -1.22 -2.45 3.98  -0.265
4 C -1.21 -4.11 4.14  -0.430
5 C -0.91 -5.07 2.84  -0.361
6 C -0.61 -4.46 1.35  -0.459
7 C -0.61 -2.79 1.22  0.286
8 C -0.25 -2.22 -0.31  0.510
9 N 1.17 -2.68 -0.60  -0.348
10 C 1.93 -1.71 -1.47  -0.456
11 C 2.50 -0.44 -0.54  -0.442
12 C 2.37 0.99 -1.34  -0.380
13 C 1.34 2.07 -0.68  -0.361
14 N 1.33 2.07 0.84  -0.266
15 C 0.56 3.25 1.41  -0.491
16 C -0.90 3.51 0.71  -0.411
17 N -0.88 3.30 -0.78  -0.100
18 C -0.21 1.97 -1.20  -0.141
19 P -0.41 1.88 -3.11  0.485
20 O -0.37 3.47 -3.82  -0.529
21 Br -2.57 1.15 -3.47  -0.240
22 H -1.78 0.01 1.96  0.278
23 H -1.40 -1.70 4.87  0.298
24 H -1.40 -4.53 5.23  0.290
25 H -0.87 -6.26 2.94  0.268
26 H -0.39 -5.13 0.39  0.221
27 H -1.01 -2.72 -1.08  0.375
28 H -0.42 -1.06 -0.41  -0.720
29 H 1.21 -3.67 -0.95  0.298
30 H 1.31 -1.32 -2.38  0.180
31 H 2.92 -2.28 -1.83  0.221
32 H 3.66 -0.61 -0.34  0.327
33 H 1.99 -0.47 0.51  0.234
34 H 2.17 0.73 -2.47  -0.111
35 H 3.45 1.50 -1.32  0.378
36 H 1.73 3.15 -1.00  0.441
37 H 0.80 1.23 1.18  0.212
38 H 1.24 4.22 1.47  0.307
39 H 0.34 2.97 2.55  0.331
40 H -1.79 2.90 1.22  0.225
41 H -1.16 4.66 0.89  0.324
42 H -0.26 4.06 -1.19  0.477
43 H -1.84 3.41 -1.22  0.411
44 H -0.84 1.13 -0.62  0.020
45 H -0.76 3.39 -4.75  0.366
46 C -3.69 1.15 4.64  -0.697
47 C -3.45 0.54 5.80  0.149
48 C -4.53 0.33 6.80  0.871
49 O -4.28 -0.25 7.85  -0.596
50 C -5.87 0.85 6.49  -0.930
51 C -6.11 1.47 5.33  0.436
52 C -5.03 1.65 4.32  0.915
53 O -5.29 2.20 3.25  -0.658
54 O -7.36 1.96 5.03  -0.549
55 O -2.19 0.07 6.11  -0.545
56 H -2.91 1.30 3.90  0.508
57 H -6.64 0.71 7.23  0.419
58 H -7.28 2.36 4.14  0.346
59 H -2.27 -0.34 7.00  0.331
60 C 4.27 -2.14 -6.91  -0.802
61 C 3.24 -1.86 -6.11  0.277
62 C 3.23 -0.63 -5.26  0.874
63 O 2.27 -0.39 -4.55  -0.470
64 C 4.41 0.25 -5.32  -0.862
65 C 5.44 -0.03 -6.12  0.349
66 C 5.44 -1.24 -6.98  0.813
67 O 6.39 -1.47 -7.72  -0.588
68 O 6.55 0.79 -6.17  -0.561
69 O 2.15 -2.70 -6.03  -0.582
70 H 4.29 -3.03 -7.53  0.429
71 H 4.40 1.13 -4.69  0.442
72 H 7.15 0.37 -6.82  0.353
73 H 1.54 -2.27 -5.38  0.324

---

# 3
DFT (ωB97M-V/def2-TZVPD) results for a structure of composition C25H39AsClMoN2O2Si3.

## Properties
- orbital gap (spin up / spin down) (eV) = 6.00 / 6.18
- max |F| (eV/Å) = 0.6
- net charge = +3
- spin multiplicity = 3

Each line ends with the Mulliken charge.
CARTESIAN COORDINATES (ANGSTROEM)
1 Mo 1.45 -0.06 0.40  0.628
2 N 2.77 1.61 -0.15  -0.304
3 C 3.74 1.61 0.94  0.491
4 C 5.07 1.88 0.84  -0.647
5 C 5.88 1.88 1.99  -0.798
6 C 5.34 1.65 3.23  -0.895
7 C 3.96 1.36 3.36  0.914
8 C 3.31 1.11 4.59  -0.455
9 C 1.97 0.81 4.61  -0.887
10 C 1.28 0.69 3.41  -0.142
11 N 1.85 0.92 2.23  -0.421
12 C 3.17 1.30 2.20  0.668
13 H 3.24 1.54 -1.05  0.288
14 H 2.26 2.50 -0.16  0.307
15 H 5.51 2.11 -0.12  0.467
16 H 6.94 2.08 1.89  0.441
17 H 5.96 1.69 4.12  0.457
18 H 3.88 1.16 5.51  0.487
19 H 1.45 0.62 5.54  0.439
20 H 0.23 0.39 3.38  0.494
21 C -6.23 3.69 -1.77  -0.951
22 Si -4.75 3.84 -0.72  0.521
23 C -4.64 3.01 0.90  -0.752
24 C -3.31 4.81 -1.28  -0.801
25 As -0.53 0.87 -0.62  0.149
26 Si 0.15 0.86 -2.96  0.628
27 C 1.39 -0.49 -3.29  -0.936
28 C -1.45 0.62 -3.89  -1.046
29 C 0.89 2.57 -3.23  -1.173
30 Si -2.02 -1.03 -0.33  0.579
31 C -3.70 -0.39 -0.86  -0.935
32 C -1.97 -1.39 1.50  -0.719
33 C -1.42 -2.46 -1.36  -0.761
34 H -6.70 4.68 -1.87  0.382
35 H -6.97 3.00 -1.36  0.360
36 H -5.95 3.38 -2.78  0.357
37 H -4.62 3.78 1.69  0.409
38 H -3.69 2.47 0.97  0.130
39 H -5.48 2.34 1.09  0.374
40 H -3.24 5.72 -0.68  0.397
41 H -3.37 5.10 -2.33  0.373
42 H -2.39 4.24 -1.10  0.195
43 H 0.90 -1.40 -3.64  0.310
44 H 2.00 -0.79 -2.43  0.146
45 H 2.08 -0.17 -4.07  0.461
46 H -1.78 -0.42 -3.87  0.298
47 H -1.29 0.89 -4.94  0.413
48 H -2.25 1.25 -3.51  0.224
49 H 1.88 2.50 -3.68  0.378
50 H 0.97 3.16 -2.31  0.301
51 H 0.27 3.14 -3.92  0.391
52 H -4.27 -0.04 0.00  0.294
53 H -4.27 -1.19 -1.33  0.436
54 H -3.62 0.42 -1.60  0.116
55 H -2.18 -0.50 2.10  0.274
56 H -1.01 -1.81 1.80  -0.067
57 H -2.73 -2.13 1.75  0.447
58 H -2.03 -2.58 -2.25  0.484
59 H -1.51 -3.38 -0.77  0.412
60 H -0.38 -2.37 -1.68  -0.080
61 Cl 0.64 -8.10 2.53  -0.137
62 C 1.02 -6.64 1.71  0.394
63 C 1.56 -6.69 0.43  -0.715
64 C 1.88 -5.51 -0.21  -0.564
65 C 1.63 -4.28 0.42  0.549
66 C 1.08 -4.25 1.70  -0.029
67 C 0.77 -5.42 2.35  -0.925
68 C 2.00 -3.09 -0.33  0.187
69 O 2.62 -2.94 -1.32  -0.491
70 O 1.46 -1.86 0.29  -0.534
71 H 1.74 -7.64 -0.04  0.455
72 H 2.32 -5.53 -1.20  0.478
73 H 0.91 -3.30 2.20  0.347
74 H 0.36 -5.42 3.35  0.436

---

- Number 3 is which compound?
  C25H39AsClMoN2O2Si3

---

- Which of these has the highest max |F|?
  C21H37BF5N2O7S

---

- What is the formula in the third record?
  C25H39AsClMoN2O2Si3

---

- Look up the max |F| of the second one.
  5.3 eV/Å